This record from the OMol25 dataset describes a 6-piece molecular cluster, C35H58BFN5O18S overall in a non-equilibrium geometry. The level of theory is wB97M-V/def2-TZVPD.

Its charge is +1. As for the highest occupied orbital energy: -10.642 eV. For the orbital gap, the calculation gives 7.235 eV. The total energy is -3518.983975 Ha.

Each line ends with the Löwdin charge.
Positions of all 119 atoms, in Å:
S1 -3.153 -3.165 1.009  0.9624
F1 -4.303 3.900 -0.371  0.0300
O1 -5.192 0.537 -0.528  0.1428
O2 -4.825 -4.142 -5.839  0.0683
O3 -3.538 -2.392 -5.270  0.1507
O4 11.191 -0.739 4.506  0.0528
O5 -2.785 -4.504 -5.035  0.0452
O6 12.145 1.266 4.578  0.0619
O7 10.206 0.918 5.669  0.1572
O8 -6.335 -1.706 0.599  0.1425
O9 -8.175 -1.259 1.804  0.0906
O10 5.725 1.080 1.838  -0.0052
O11 6.678 -0.980 0.948  0.1610
O12 7.818 1.741 1.512  0.0988
O13 2.015 2.127 -2.891  0.1064
O14 -0.204 1.602 2.186  0.0392
O15 6.192 -0.601 -1.221  0.0912
O16 6.253 2.162 -0.057  0.1472
O17 -6.180 -0.758 2.634  0.0329
O18 4.979 0.374 0.364  -0.0729
N1 -2.977 0.968 1.305  0.1614
N2 -0.552 0.888 1.003  -0.0252
N3 1.650 0.226 -4.130  0.1137
N4 -1.730 -0.949 1.722  0.0083
N5 1.898 1.948 -0.272  -0.1054
C1 4.575 0.987 -0.869  -0.1571
C2 -4.576 -5.541 -6.034  -0.1034
C3 -1.782 0.280 1.326  -0.2264
C4 1.240 1.288 -3.256  -0.4675
C5 -2.610 -3.158 -1.714  -0.1243
C6 -0.569 1.726 -0.216  -0.3642
C7 -0.307 0.745 -1.366  -0.1065
C8 7.757 1.295 2.875  -0.0759
C9 0.644 2.675 -0.178  -0.1393
C10 -6.614 3.066 0.662  -0.0666
C11 6.576 1.706 0.995  -0.5195
C12 -0.202 1.338 -2.783  -0.0886
C13 12.256 -0.781 3.546  -0.1102
C14 6.489 0.461 2.881  -0.0932
C15 -0.417 -1.629 1.897  -0.1106
C16 -4.664 0.323 -3.325  -0.0827
C17 -3.700 -3.566 -5.373  -0.5870
C18 -1.856 2.558 -0.329  -0.0279
C19 -4.052 3.066 0.709  -0.2715
C20 0.144 -2.156 0.673  -0.1048
C21 -5.349 2.684 1.437  -0.1765
C22 -3.698 1.162 -2.488  -0.1250
C23 5.076 -0.008 -1.897  -0.0693
C24 6.017 -0.454 0.113  -0.5183
C25 -6.856 -1.284 1.584  -0.5526
C26 -3.420 -2.432 -0.633  -0.4936
C27 -8.410 -0.892 3.171  -0.0868
C28 2.673 1.725 0.957  -0.0711
C29 11.096 0.522 4.988  -0.5861
C30 -3.168 1.913 0.167  -0.2434
C31 -7.134 -0.146 3.520  -0.0947
C32 0.603 -2.653 -0.309  0.1458
C33 13.112 0.400 3.971  -0.1091
C34 -3.421 -5.790 -5.081  -0.1071
C35 -2.924 -1.737 2.064  -0.4027
B1 -4.059 1.170 -0.963  -0.4400
H1 -1.986 2.898 -1.348  0.1220
H2 -2.747 -2.160 3.050  0.0970
H3 1.088 0.239 -4.975  0.0903
H4 -3.171 -3.126 -2.641  0.0546
H5 -5.367 3.222 2.381  0.1146
H6 6.671 -0.579 2.608  0.1091
H7 -3.420 3.634 1.403  0.1478
H8 7.686 2.165 3.527  0.1362
H9 -3.797 -1.100 2.117  0.0699
H10 -2.719 0.690 -2.554  0.0762
H11 -6.557 2.748 -0.372  0.0748
H12 5.063 1.959 -0.952  0.1114
H13 -3.616 2.179 -2.875  0.1228
H14 -4.381 0.337 -4.371  0.0763
H15 3.497 1.125 -0.879  0.0784
H16 -2.716 -6.537 -5.433  0.1333
H17 -6.767 4.141 0.673  0.0822
H18 0.590 3.352 0.677  0.1236
H19 -2.369 -4.179 -1.446  0.0705
H20 -0.585 -2.439 2.599  0.1341
H21 -0.910 2.240 2.389  0.1154
H22 5.945 0.500 3.820  0.1364
H23 13.597 0.910 3.145  0.1324
H24 4.346 -0.791 -2.114  0.1242
H25 -7.193 0.917 3.284  0.1231
H26 2.293 0.863 1.495  0.0860
H27 0.265 -0.926 2.361  0.1289
H28 12.767 -1.737 3.603  0.1317
H29 -4.302 -5.704 -7.076  0.1356
H30 -3.119 1.399 2.218  0.1643
H31 -4.631 -0.709 -2.980  0.0633
H32 2.679 2.595 1.618  0.0985
H33 -5.166 -0.427 -0.470  0.0741
H34 1.500 -0.672 -3.681  0.0822
H35 -1.689 3.467 0.257  0.1280
H36 13.856 0.128 4.721  0.1333
H37 -7.481 2.594 1.116  0.0734
H38 -0.496 2.383 -2.857  0.1234
H39 1.014 -3.126 -1.165  0.0503
H40 0.543 3.299 -1.064  0.1325
H41 -5.379 1.614 1.609  0.0800
H42 -0.828 0.780 -3.469  0.1053
H43 -1.705 -2.591 -1.903  0.0542
H44 -5.691 0.654 -3.211  0.0818
H45 -4.483 -2.472 -0.843  0.0584
H46 2.493 2.488 -0.886  0.0895
H47 5.397 0.447 -2.828  0.1373
H48 -3.757 -6.050 -4.076  0.1308
H49 -8.538 -1.802 3.758  0.1380
H50 3.692 1.527 0.649  0.0389
H51 0.611 0.234 -1.102  0.1052
H52 -1.088 -0.023 -1.372  0.1026
H53 11.834 -0.651 2.549  0.1319
H54 8.647 0.728 3.130  0.1243
H55 -5.470 -6.111 -5.800  0.1343
H56 -6.818 -0.275 4.551  0.1359
H57 -9.307 -0.285 3.241  0.1386
H58 -3.094 -1.394 -0.587  0.0528

***

This record from the OMol25 dataset describes C35H58BN10O4PTc as an isolated structure in a non-equilibrium geometry. The level of theory is wB97M-V/def2-TZVPD.

As for the highest occupied orbital energy (spin up / spin down): -7.941 / -8.112 eV. For the orbital gap (spin up / spin down), the calculation gives 8.305 / 7.192 eV. The relative energy (zero: lowest compared OMol25 entry of this formula, charge and spin) is 1.2568 eV. The multiplicity is 4. The total energy is -2664.204884 Ha.

Each line ends with the Mulliken spin population.
Positions of all 110 atoms, in Å:
Tc1 -1.305 -0.161 1.201  2.3990
P1 0.998 -0.389 -1.354  0.0545
O1 -2.681 -3.830 2.429  0.0239
O2 -4.233 -2.889 0.268  0.0236
O3 -1.537 -1.911 2.229  0.0498
O4 -2.954 -1.049 0.371  0.0553
N1 2.533 -1.093 -1.153  0.0052
N2 -2.547 0.891 2.704  -0.0661
N3 0.072 -0.675 -0.124  0.3451
N4 -2.067 2.096 3.061  0.0026
N5 0.519 -1.113 -2.787  0.0197
N6 0.270 0.527 2.446  -0.0167
N7 1.270 1.265 -1.677  -0.0118
N8 -1.251 2.790 0.862  -0.0061
N9 -1.512 1.693 0.126  -0.0448
N10 0.339 1.865 2.606  -0.0136
C1 3.110 -1.345 0.145  0.0082
C2 0.987 -2.802 -5.069  -0.0003
C3 0.138 -0.661 -4.101  -0.0044
C4 -3.626 0.653 3.448  0.0293
C5 1.219 -3.290 -3.640  0.0018
C6 0.313 -2.544 -2.661  0.0005
C7 -1.963 2.106 -1.068  0.0238
C8 1.447 2.192 3.283  0.0126
C9 1.122 -2.595 2.616  -0.0107
C10 1.659 3.435 -0.635  0.0039
C11 2.930 2.814 -2.707  0.0011
C12 -1.988 3.512 -1.070  0.0005
C13 -2.830 2.625 4.026  0.0121
C14 5.107 -2.367 -0.925  -0.0003
C15 -5.934 -0.191 3.107  0.0011
C16 1.236 -1.601 4.906  -0.0015
C17 -3.841 1.740 4.309  0.0041
C18 1.073 -1.279 -5.146  0.0035
C19 -4.361 -1.354 4.700  0.0019
C20 -2.322 1.349 -2.322  -0.0030
C21 4.541 -1.951 -2.281  0.0019
C22 -1.537 3.896 0.167  0.0136
C23 2.116 1.033 3.582  0.0032
C24 3.968 -2.607 0.064  0.0006
C25 -3.544 2.002 -2.986  -0.0008
C26 1.331 -0.010 3.060  0.0226
C27 -2.584 -0.145 -2.211  -0.0003
C28 1.692 1.936 -2.902  0.0033
C29 -4.478 -0.573 3.388  -0.0078
C30 -2.408 -2.765 1.934  0.0100
C31 -3.330 -2.206 0.682  -0.0028
C32 1.672 -1.428 3.442  0.0022
C33 3.550 -0.794 -2.138  -0.0043
C34 1.746 1.927 -0.466  0.0027
C35 2.702 3.901 -1.653  0.0001
B1 -0.883 2.752 2.346  0.0108
H1 3.751 -0.506 0.470  0.0046
H2 0.871 2.576 -3.264  0.0002
H3 -4.632 1.855 5.023  0.0008
H4 0.524 -2.835 -1.629  -0.0108
H5 0.658 3.684 -0.982  -0.0005
H6 1.726 -3.249 -5.738  0.0000
H7 1.809 3.927 0.325  -0.0002
H8 -6.353 0.378 3.936  -0.0001
H9 -4.363 2.087 -2.277  0.0003
H10 5.346 -1.648 -2.955  0.0000
H11 2.769 -1.467 3.418  0.0004
H12 -4.140 -1.216 2.574  0.0074
H13 -3.503 -0.347 -1.672  0.0004
H14 3.185 3.260 -3.669  -0.0001
H15 0.783 -0.944 -6.143  0.0003
H16 -6.530 -1.090 2.968  0.0000
H17 -1.402 4.871 0.589  -0.0004
H18 -5.014 -2.222 4.666  -0.0001
H19 5.762 -1.581 -0.539  -0.0004
H20 2.254 -3.109 -3.356  -0.0005
H21 1.122 1.580 0.357  0.0041
H22 -3.340 -1.701 4.850  -0.0001
H23 4.036 -2.808 -2.727  0.0000
H24 3.346 -3.437 -0.277  0.0000
H25 -6.000 0.408 2.200  -0.0002
H26 -3.879 1.391 -3.821  0.0000
H27 1.559 -2.573 5.269  0.0002
H28 -1.765 -0.646 -1.707  0.0099
H29 -0.004 -3.119 -5.403  0.0000
H30 -0.880 -1.007 -4.321  -0.0002
H31 2.365 4.825 -2.124  0.0003
H32 3.647 4.110 -1.147  -0.0003
H33 -2.604 3.584 4.446  0.0004
H34 5.702 -3.275 -1.040  0.0000
H35 3.768 2.183 -2.411  -0.0001
H36 0.698 -2.265 1.672  0.0106
H37 2.101 -0.954 -4.969  -0.0005
H38 3.058 -0.600 -3.094  0.0009
H39 2.786 1.651 -0.237  0.0010
H40 2.289 -1.438 0.849  0.0092
H41 1.665 -0.831 5.544  0.0001
H42 -1.458 1.485 -2.988  0.0009
H43 -2.685 -0.556 -3.213  -0.0002
H44 -4.647 -0.725 5.544  0.0002
H45 0.335 -3.100 3.167  0.0024
H46 -0.735 -2.789 -2.881  0.0005
H47 1.027 -4.362 -3.573  0.0000
H48 4.376 -2.855 1.046  0.0001
H49 4.112 0.107 -1.847  0.0001
H50 1.908 -3.319 2.408  0.0002
H51 -0.694 3.853 2.738  0.0005
H52 1.677 3.214 3.506  -0.0002
H53 0.137 0.425 -4.161  -0.0004
H54 -2.276 4.162 -1.868  0.0009
H55 -3.315 2.992 -3.369  -0.0001
H56 3.044 0.933 4.107  0.0006
H57 1.922 1.200 -3.672  0.0003
H58 0.153 -1.542 4.972  -0.0008